Molecular formula: C2HClN2O2
Method: DFT, wB97M-V/def2-TZVPD

Values from the calculation:
Maximum force, eV Å⁻¹: 4.23
SMILES: O=CN=O.N#CCl
ΔE to the lowest compared entry with this formula, charge and spin, eV: 4.7068

Structure (ORCA input):
```
! wB97M-V def2-TZVPD RIJCOSX def2/J DEFGRID3
* xyz 0 1
O 2.19773 -1.74889 -0.09818
C 1.41235 -0.85925 0.10614
N 1.35146 0.36706 -0.38805
O 0.69816 1.06007 -1.08069
H 0.76946 -0.79030 1.09241
N -1.29160 0.46925 1.06083
C -1.97539 0.67436 0.19968
Cl -3.16218 0.82770 -0.89215
*
```

Which charges does natural (NBO) predict for the atoms? In e, they are: -0.537 0.402 0.146 -0.190 0.177 -0.342 0.176 0.168